The following is a DFT calculation (ωB97M-V/def2-TZVPD) of a molecular structure, C36H49F4N4S3SnTe.

Output
total charge = +3
energy relative to the best compared isomer or geometry (same formula, charge and spin) = 12.4 kcal per mole
electronic energy = -100561.126 eV
HOMO-LUMO gap (spin up / spin down) = 4.6 / 5.0 eV

CARTESIAN COORDINATES (ANGSTROEM)
Sn (0.19, 0.37, 0.31)
C (1.02, 4.69, -1.24)
C (1.15, 3.19, -0.99)
N (-0.11, 2.40, -0.78)
C (-0.82, 2.02, -2.04)
C (-1.46, 3.13, -2.86)
C (-1.01, 3.06, 0.18)
C (-0.33, 3.22, 1.53)
N (0.39, 1.99, 1.91)
C (1.02, 1.90, 3.08)
C (1.58, 0.64, 3.46)
F (1.37, -0.40, 2.64)
C (2.25, 0.45, 4.63)
F (2.72, -0.75, 4.93)
C (2.44, 1.51, 5.52)
C (1.92, 2.75, 5.20)
F (2.08, 3.77, 6.01)
C (1.22, 2.96, 4.02)
F (0.76, 4.17, 3.78)
H (2.03, 5.10, -1.25)
H (0.55, 4.94, -2.19)
H (0.48, 5.21, -0.45)
H (1.67, 2.73, -1.83)
H (1.77, 3.04, -0.12)
H (-0.10, 1.47, -2.66)
H (-1.59, 1.30, -1.75)
H (-0.72, 3.81, -3.28)
H (-1.99, 2.68, -3.69)
H (-2.18, 3.71, -2.28)
H (-1.33, 4.04, -0.17)
H (-1.91, 2.45, 0.28)
H (0.37, 4.06, 1.51)
H (-1.09, 3.44, 2.28)
H (2.98, 1.37, 6.45)
C (-3.99, -3.76, 2.60)
C (-2.76, -3.46, 3.45)
S (-1.58, -2.31, 2.68)
C (-1.72, -0.84, 3.72)
C (-2.94, 0.04, 3.52)
S (-3.08, 0.66, 1.82)
C (-4.66, -0.01, 1.22)
C (-4.74, -1.51, 0.99)
S (-5.21, -2.43, 2.50)
H (-4.52, -4.60, 3.03)
H (-3.70, -4.05, 1.59)
H (-2.21, -4.39, 3.65)
H (-3.06, -3.05, 4.42)
H (-0.82, -0.26, 3.49)
H (-1.64, -1.14, 4.77)
H (-2.88, 0.91, 4.18)
H (-3.86, -0.50, 3.75)
H (-4.80, 0.51, 0.27)
H (-5.45, 0.34, 1.88)
H (-3.78, -1.89, 0.63)
H (-5.51, -1.71, 0.25)
Te (3.27, 0.14, 0.10)
C (4.05, 2.09, 0.29)
C (4.48, 2.81, -0.82)
C (4.98, 4.09, -0.63)
C (5.04, 4.65, 0.64)
C (4.63, 3.91, 1.74)
C (4.13, 2.62, 1.57)
C (3.76, -0.27, -1.89)
C (3.05, 0.26, -2.96)
C (3.46, -0.02, -4.26)
C (4.57, -0.82, -4.47)
C (5.27, -1.35, -3.40)
C (4.87, -1.08, -2.10)
H (4.45, 2.38, -1.81)
H (5.34, 4.66, -1.48)
H (5.44, 5.64, 0.78)
H (4.72, 4.33, 2.74)
H (3.86, 2.03, 2.44)
H (2.18, 0.89, -2.80)
H (2.91, 0.40, -5.10)
H (4.89, -1.03, -5.49)
H (6.14, -1.98, -3.57)
H (5.43, -1.49, -1.27)
C (-2.87, -3.12, -3.05)
C (-3.53, -4.55, -3.47)
N (-2.66, -5.55, -2.94)
C (-2.60, -5.53, -1.52)
C (-1.92, -4.11, -1.11)
N (-1.66, -3.40, -2.33)
C (-0.71, -4.10, -3.14)
C (-1.37, -5.53, -3.55)
H (-3.57, -2.58, -2.42)
H (-2.66, -2.55, -3.95)
H (-3.59, -4.62, -4.55)
H (-4.52, -4.63, -3.03)
H (-1.99, -6.35, -1.15)
H (-3.60, -5.60, -1.09)
H (-1.00, -4.30, -0.57)
H (-2.61, -3.56, -0.48)
H (0.21, -4.28, -2.60)
H (-0.50, -3.54, -4.05)
H (-0.75, -6.34, -3.17)
H (-1.45, -5.60, -4.63)

Atom-resolved charges from Mulliken, all expressed in e: number 1, Sn, carries 0.1592; number 2, C, carries -1.5733; number 3, C, carries 0.4254; number 4, N, carries 0.7827; number 5, C, carries -0.5269; number 6, C, carries -1.3024; number 7, C, carries -1.2440; number 8, C, carries -1.1096; number 9, N, carries 0.9186; number 10, C, carries -0.0115; number 11, C, carries -0.1755; number 12, F, carries -0.2682; number 13, C, carries 0.0550; number 14, F, carries -0.2831; number 15, C, carries -0.4729; number 16, C, carries 0.1172; number 17, F, carries -0.2647; number 18, C, carries 0.8462; number 19, F, carries -0.2958; number 20, H, carries 0.4567; number 21, H, carries 0.2722; number 22, H, carries 0.2852; number 23, H, carries 0.2429; number 24, H, carries -0.5303; number 25, H, carries 0.3353; number 26, H, carries 0.4360; number 27, H, carries 0.2657; number 28, H, carries 0.4436; number 29, H, carries 0.3147; number 30, H, carries 0.5478; number 31, H, carries 0.4126; number 32, H, carries 0.6291; number 33, H, carries 0.7723; number 34, H, carries 0.5704; number 35, C, carries -0.0893; number 36, C, carries -0.8500; number 37, S, carries 0.0090; number 38, C, carries 0.2844; number 39, C, carries -1.0893; number 40, S, carries 0.3454; number 41, C, carries -1.2023; number 42, C, carries 0.3500; number 43, S, carries -0.1179; number 44, H, carries 0.5021; number 45, H, carries -0.3650; number 46, H, carries 0.5368; number 47, H, carries 0.3650; number 48, H, carries -0.8522; number 49, H, carries 0.6459; number 50, H, carries 0.6384; number 51, H, carries 0.4060; number 52, H, carries 0.4138; number 53, H, carries 0.3928; number 54, H, carries -0.6566; number 55, H, carries 0.5545; number 56, Te, carries 0.5062; number 57, C, carries 0.0945; number 58, C, carries -0.1380; number 59, C, carries -0.7561; number 60, C, carries -0.6639; number 61, C, carries -0.6897; number 62, C, carries -0.1869; number 63, C, carries 0.3127; number 64, C, carries 0.0217; number 65, C, carries -0.6998; number 66, C, carries -0.5188; number 67, C, carries -0.6738; number 68, C, carries -0.6698; number 69, H, carries 0.5189; number 70, H, carries 0.4559; number 71, H, carries 0.4521; number 72, H, carries 0.4889; number 73, H, carries 0.6173; number 74, H, carries 0.2151; number 75, H, carries 0.4757; number 76, H, carries 0.4338; number 77, H, carries 0.4294; number 78, H, carries 0.4610; number 79, C, carries -0.3897; number 80, C, carries -0.5937; number 81, N, carries 0.0945; number 82, C, carries -0.8237; number 83, C, carries 1.0017; number 84, N, carries -0.0366; number 85, C, carries -0.4903; number 86, C, carries -0.5743; number 87, H, carries 0.1915; number 88, H, carries 0.4452; number 89, H, carries 0.2895; number 90, H, carries 0.3570; number 91, H, carries 0.3493; number 92, H, carries 0.3669; number 93, H, carries 0.4903; number 94, H, carries -1.0084; number 95, H, carries 0.3314; number 96, H, carries 0.4155; number 97, H, carries 0.3276; number 98, H, carries 0.3178

=====

The following is a DFT calculation (ωB97M-V/def2-TZVPD) of 2 unconnected molecules or ions with the total composition C4H15N2OS.

Output
total charge = +1
energy relative to the best compared isomer or geometry (same formula, charge and spin) = 14.4 kcal per mole
electronic energy = -20247.731 eV
HOMO-LUMO gap = 9.5 eV

CARTESIAN COORDINATES (ANGSTROEM)
C (1.13, -0.20, -1.97)
O (1.00, 1.24, -1.82)
C (1.96, -0.58, -3.18)
N (2.03, -2.05, -3.22)
H (1.57, -0.62, -1.06)
H (0.11, -0.56, -2.08)
H (1.88, 1.63, -1.92)
H (1.53, -0.14, -4.08)
H (2.97, -0.18, -3.06)
H (2.84, -2.31, -3.77)
H (1.22, -2.41, -3.71)
C (-0.67, 0.49, 1.21)
C (-1.48, 0.79, 2.44)
S (-2.09, -0.76, 3.20)
N (-0.23, 1.75, 0.50)
H (-1.21, -0.10, 0.47)
H (0.24, -0.05, 1.44)
H (-2.38, 1.35, 2.22)
H (-0.90, 1.32, 3.19)
H (-0.89, -1.18, 3.62)
H (0.34, 1.52, -0.39)
H (0.35, 2.32, 1.11)
H (-1.04, 2.30, 0.22)

Atom-resolved charges from Mulliken, all expressed in e: number 1, C, carries -0.3045; number 2, O, carries -0.6276; number 3, C, carries -0.6143; number 4, N, carries -0.5988; number 5, H, carries 0.2488; number 6, H, carries 0.2641; number 7, H, carries 0.3228; number 8, H, carries 0.3211; number 9, H, carries 0.4667; number 10, H, carries 0.2499; number 11, H, carries 0.2323; number 12, C, carries -0.4789; number 13, C, carries -0.8387; number 14, S, carries -0.1621; number 15, N, carries -0.2362; number 16, H, carries 0.3555; number 17, H, carries 0.4033; number 18, H, carries 0.3853; number 19, H, carries 0.4147; number 20, H, carries 0.1405; number 21, H, carries 0.2595; number 22, H, carries 0.4041; number 23, H, carries 0.3926

=====

The following is a DFT calculation (ωB97M-V/def2-TZVPD) of a molecular structure, C4H8BeO2 at a distorted geometry.

Output
total charge = +1
spin multiplicity = 2
electronic energy = -8763.017 eV
HOMO-LUMO gap (spin up / spin down) = 6.2 / 8.1 eV
expectation value of S² = 0.889

CARTESIAN COORDINATES (ANGSTROEM)
H (-3.09, 0.51, 0.28)
C (-1.44, -0.38, -0.77)
C (-2.05, 0.17, 0.35)
O (-1.40, 0.56, 1.43)
Be (-0.04, 0.70, 1.54)
H (-1.07, -1.40, -0.70)
H (-1.62, 0.13, -1.73)
O (1.68, 0.62, 1.11)
C (1.43, 0.34, -0.29)
C (0.75, -0.99, -0.34)
H (2.41, 1.24, 1.21)
H (2.38, 0.32, -0.84)
H (0.75, 1.15, -0.60)
H (0.42, -1.41, 0.61)
H (0.90, -1.58, -1.25)

Atom-resolved charges from Mulliken, all expressed in e: number 1, H, carries 0.3596; number 2, C, carries -0.6812; number 3, C, carries 0.1172; number 4, O, carries 0.0567; number 5, Be, carries 0.0499; number 6, H, carries 0.3832; number 7, H, carries 0.3421; number 8, O, carries -0.4164; number 9, C, carries -0.0551; number 10, C, carries -1.2562; number 11, H, carries 0.3975; number 12, H, carries 0.3961; number 13, H, carries 0.3073; number 14, H, carries 0.5696; number 15, H, carries 0.4296